No. 1
Below is one molecule with the formula C24H23N3O4, with properties calculated with the ωB97M-V functional and the def2-TZVPD basis.

XYZ file:
```
54
Properties=species:S:1:pos:R:3:nbo_charge:R:1
C -6.4484 -0.8951 -2.1104 -0.249
H -7.5321 -1.0057 -2.1157 0.199
H -5.9855 -1.8775 -2.2486 0.177
H -6.1495 -0.2319 -2.9285 0.178
O -6.1366 -0.3454 -0.8552 -0.512
C -4.8234 -0.0670 -0.5638 0.213
C -3.7782 -0.3414 -1.4377 -0.293
C -2.4624 -0.0649 -1.1143 -0.175
C -2.1546 0.4970 0.1142 -0.062
C -3.1897 0.7782 0.9906 -0.254
C -4.5207 0.5162 0.6808 0.326
O -5.3922 0.8547 1.6733 -0.511
C -6.7858 0.8541 1.4605 -0.240
H -7.2110 1.2693 2.3745 0.187
H -7.0646 1.4833 0.6125 0.179
H -7.1734 -0.1545 1.3042 0.184
H -2.9931 1.2220 1.9546 0.220
C -0.7284 0.8129 0.5019 -0.032
N 0.1236 -0.3654 0.4465 -0.425
C 0.7277 -0.8899 -0.6517 0.679
O 0.6210 -0.4855 -1.7977 -0.664
C 1.5564 -2.0114 -0.1685 -0.169
C 2.4028 -2.8496 -0.8722 -0.147
C 3.0954 -3.8148 -0.1602 -0.219
C 2.9401 -3.9314 1.2147 -0.183
C 2.0942 -3.0852 1.9186 -0.239
C 1.4057 -2.1206 1.2121 0.086
C 0.4582 -1.0597 1.6712 -0.244
H 0.9292 -0.3737 2.3863 0.219
H -0.4416 -1.4777 2.1391 0.216
H 1.9846 -3.1784 2.9887 0.216
H 3.4915 -4.6916 1.7482 0.215
H 3.7664 -4.4847 -0.6768 0.216
H 2.5137 -2.7386 -1.9392 0.232
H -0.7142 1.1498 1.5451 0.224
C -0.1551 1.9581 -0.3578 -0.495
C 1.2658 2.2253 0.1114 0.692
O 1.5021 2.8093 1.1476 -0.621
N 2.2141 1.6955 -0.7093 -0.624
C 3.5806 1.5812 -0.4882 0.361
N 4.1884 0.7909 -1.3677 -0.452
C 5.4893 0.6002 -1.2509 0.052
C 6.2578 1.1816 -0.2565 -0.288
C 5.6198 2.0089 0.6576 -0.154
C 4.2585 2.2216 0.5499 -0.282
H 3.7250 2.8543 1.2381 0.257
H 6.1798 2.4870 1.4484 0.216
H 7.3188 0.9969 -0.1990 0.218
H 5.9282 -0.0523 -1.9945 0.192
H 1.9057 1.1591 -1.5162 0.444
H -0.1905 1.6904 -1.4110 0.242
H -0.7636 2.8451 -0.1799 0.241
H -1.6827 -0.2951 -1.8216 0.233
H -3.9856 -0.7854 -2.3977 0.220
```

Computed properties:
SMILES = COc1ccc([C@H](CC(=O)Nc2ccccn2)N2Cc3ccccc3C2=O)cc1OC
E = -1393.6262 Ha
charge = 0
energy above the lowest of the compared OMol25 structures with the same formula, charge and spin = 1.0415 eV
HOMO = -0.2967 Eh
LUMO energy = 0.02686 hartree



No. 2
Below is one molecule with the formula C24H23N5O3S in a non-equilibrium geometry, with properties calculated with the ωB97M-V functional and the def2-TZVPD basis.

XYZ file:
```
56
Properties=species:S:1:pos:R:3:nbo_charge:R:1
C -1.9221 2.3091 3.5867 -0.625
C -1.1882 1.0878 4.0275 -0.034
C -0.9091 0.8172 5.3357 -0.135
C -0.2042 -0.3520 5.6905 -0.267
C 0.1912 -1.2071 4.7168 0.049
N -0.0785 -0.9586 3.4061 -0.386
C -0.7592 0.1726 3.0160 0.437
N -1.0210 0.4534 1.7620 -0.562
C -0.6087 -0.3835 0.8010 0.501
N -0.8729 -0.0318 -0.4766 -0.373
C -0.4636 -0.7923 -1.5548 0.516
N -0.7619 -0.3859 -2.7281 -0.588
C -0.2905 -0.7187 -3.9598 0.651
O 0.8383 -0.4616 -4.3328 -0.578
C -1.3243 -1.2530 -4.8518 -0.318
C -1.1758 -1.6523 -6.1506 -0.190
C -2.3649 -2.1653 -6.7020 -0.262
C -3.3972 -2.1515 -5.8165 -0.398
S -2.9410 -1.5157 -4.2890 0.456
H -4.4068 -2.4795 -5.9681 0.233
H -2.4501 -2.5291 -7.7104 0.224
H -0.2385 -1.5758 -6.6703 0.242
C 0.1980 -2.0520 -1.2617 -0.261
C 0.4680 -2.4179 0.0225 -0.023
C 0.0688 -1.5815 1.0868 -0.281
C 0.3783 -1.9252 2.4407 0.651
O 0.9717 -2.9091 2.8292 -0.598
H 0.9847 -3.3381 0.2532 0.252
C 0.5267 -2.8995 -2.3394 0.270
N 0.7520 -3.6289 -3.1954 -0.281
C -1.4077 1.2920 -0.7393 -0.230
H -2.2551 1.4593 -0.0723 0.226
C -0.3413 2.3687 -0.5087 -0.426
C 0.9969 2.0053 -1.1671 -0.076
O 1.6370 0.9304 -0.5055 -0.573
C 2.7923 1.2339 0.2538 0.117
C 3.4833 -0.0965 0.5377 -0.617
H 2.8617 -0.7133 1.1824 0.202
H 3.6438 -0.6291 -0.3955 0.227
H 4.4405 0.0721 1.0226 0.210
C 2.4637 1.9713 1.5560 -0.636
H 1.7489 1.3954 2.1409 0.197
H 3.3701 2.1018 2.1412 0.215
H 2.0408 2.9527 1.3528 0.208
H 3.4635 1.8668 -0.3510 0.165
H 1.6516 2.8844 -1.1863 0.178
H 0.8244 1.6846 -2.2007 0.208
H -0.1898 2.4885 0.5640 0.214
H -0.7014 3.3111 -0.9222 0.217
H -1.7360 1.2945 -1.7791 0.252
H 0.7334 -2.1246 4.8936 0.258
H 0.0183 -0.5656 6.7222 0.234
H -1.2264 1.5003 6.1087 0.222
H -2.2512 2.8923 4.4417 0.217
H -1.2782 2.9225 2.9594 0.232
H -2.7818 2.0268 2.9833 0.236
```

Computed properties:
SMILES = Cc1cccn2c(=O)c3cc(C#N)/c(=N\C(=O)c4cccs4)n(CCCOC(C)C)c3nc12
E = -1826.0846 Ha
charge = 0
energy above the lowest of the compared OMol25 structures with the same formula, charge and spin = 1.9017 eV
HOMO = -0.3055 Eh
LUMO energy = -0.03148 hartree



No. 3
Below is C24H23N5O5PPd as an isolated structure, with properties calculated with the ωB97M-V functional and the def2-TZVPD basis.

XYZ file:
```
59
Properties=species:S:1:pos:R:3:mulliken_spin:R:1
Pd -0.3550 -0.1599 0.2373 0.887
C -7.8673 -2.1722 -10.3443 0.000
O -8.0346 -1.1173 -9.4057 0.001
C -7.2876 -1.1322 -8.2905 0.002
C -7.5105 -0.0786 -7.3970 -0.001
C -6.7901 -0.0017 -6.2282 0.011
C -5.8277 -0.9697 -5.9182 0.006
C -5.6239 -2.0219 -6.8073 -0.002
C -6.3405 -2.1099 -7.9867 0.002
C -5.0373 -0.9148 -4.6879 -0.012
N -4.4187 -1.9625 -4.2279 0.060
C -3.7346 -1.7750 -3.0706 -0.016
C -4.3031 0.4021 -2.8543 0.481
N -4.9223 0.3271 -4.0735 0.048
C -3.6076 1.4375 -2.2077 -0.071
C -3.7619 2.8212 -2.4292 0.186
C -3.0538 3.7087 -1.6496 -0.081
C -2.1818 3.2362 -0.6713 0.167
N -1.9723 1.9303 -0.4749 -0.057
C -2.6620 1.0710 -1.2041 0.103
C -1.8107 -1.5907 -1.5895 0.010
N -0.3924 -1.7708 -1.5418 0.053
C 0.1272 -2.7495 -2.1857 -0.010
C -0.6055 -3.6500 -3.0543 0.029
C -1.9076 -3.4150 -3.2933 -0.019
C -2.5742 -2.3206 -2.6347 0.043
H -8.5627 -1.9628 -11.1508 0.000
H -8.1093 -3.1378 -9.8960 0.000
H -6.8485 -2.1885 -10.7369 0.000
H -8.2665 0.6542 -7.6414 0.000
H -7.0232 0.7987 -5.5360 -0.008
H -4.8860 -2.7745 -6.5678 0.001
H -6.1544 -2.9343 -8.6585 0.000
H -5.1037 1.1532 -4.6198 -0.006
H -4.4507 3.1890 -3.1789 0.015
H -3.1724 4.7738 -1.7888 -0.001
H -1.6200 3.9173 -0.0466 0.010
H 1.1979 -2.8960 -2.0779 0.003
H -0.0688 -4.4639 -3.5177 0.001
H -2.4833 -4.0239 -3.9780 0.000
O -4.2613 -0.8024 -2.2270 0.027
C -2.2711 -0.3367 -1.0113 0.039
N -2.3292 -1.2765 -0.1528 0.086
C 1.2514 -0.8243 3.4616 0.012
O 2.1174 -0.6337 2.3259 0.028
P 1.7090 0.3592 1.1625 -0.069
O 2.9812 0.3288 0.2228 0.020
C 3.1454 -0.7035 -0.7618 -0.002
O 1.8329 1.7783 1.8598 0.020
C 1.4961 2.9593 1.1146 0.007
H 1.8356 -1.3643 4.1995 0.001
H 0.3817 -1.4142 3.1707 -0.001
H 0.9419 0.1365 3.8701 0.001
H 3.9564 -0.3846 -1.4089 0.000
H 2.2268 -0.8163 -1.3416 -0.001
H 3.4079 -1.6427 -0.2765 0.000
H 1.3135 3.7450 1.8413 0.001
H 0.5959 2.7881 0.5177 -0.003
H 2.3262 3.2341 0.4665 0.001
```

Computed properties:
E = -2047.2812 Ha
charge = +1
multiplicity = 3
HOMO (alpha / beta) = -0.3497 / -0.3797 Eh
LUMO energy (alpha / beta) = -0.11638 / -0.13694 hartree



No. 4
Below is one molecule with the formula C24H23NOS in a non-equilibrium geometry, with properties calculated with the ωB97M-V functional and the def2-TZVPD basis.

XYZ file:
```
50
Properties=species:S:1:pos:R:3:nbo_charge:R:1
O 1.1474 3.1854 -2.2359 -0.534
S -1.4602 -2.8259 -1.2536 0.256
C 0.1759 -0.5747 4.6309 -0.240
C 2.2297 -3.9211 -0.2288 -0.205
C -3.7649 1.4188 -1.4359 -0.214
C 1.1033 0.2149 3.9684 -0.144
C -0.8690 -1.1015 3.8934 -0.203
C 2.8328 -2.7757 0.2233 -0.218
C -3.2645 1.8745 -0.2237 -0.213
C 0.8746 -3.8828 -0.6322 -0.235
C -3.0987 0.3535 -2.1019 -0.245
C 1.0096 0.4374 2.5950 -0.255
C -0.9687 -0.8654 2.5035 -0.207
C 2.1068 -1.5842 0.3198 -0.185
C -2.0702 1.3584 0.2912 -0.248
C 0.1453 -2.6832 -0.5927 -0.110
C -1.8825 -0.1906 -1.5717 0.043
C 0.0072 -0.1329 1.7975 -0.010
C 0.7414 -1.5093 -0.0606 -0.074
C -1.3347 0.3105 -0.3710 0.064
N 0.9622 0.9583 -0.3642 -0.503
C -1.2801 -1.3684 -2.3344 -0.565
C 0.0469 -0.1064 0.2276 0.092
C 1.1356 1.8327 -2.7230 -0.082
C 0.3364 3.2554 -1.0368 -0.091
C 1.6505 0.8368 -1.6893 -0.240
C 0.9215 2.3958 0.0760 -0.248
H 0.2539 -0.8456 5.6899 0.217
H 2.7918 -4.8557 -0.2426 0.217
H -4.6436 1.8480 -1.8717 0.214
H 1.9299 0.6835 4.5022 0.205
H -1.6414 -1.6832 4.3771 0.215
H 3.8831 -2.7575 0.5051 0.216
H -3.7497 2.6675 0.2969 0.213
H 0.3996 -4.7936 -0.9833 0.224
H -3.5069 -0.0053 -3.0407 0.211
H 1.7767 1.0215 2.1054 0.216
H -1.7628 -1.3321 1.9617 0.219
H 2.6093 -0.7037 0.7329 0.231
H -1.7029 1.8221 1.1963 0.218
H -0.2516 -1.1843 -2.5605 0.225
H -1.8053 -1.4859 -3.2495 0.229
H 0.1115 1.5856 -3.0113 0.161
H 1.7559 1.7848 -3.6363 0.193
H 0.2513 4.2742 -0.7069 0.190
H -0.6758 2.9542 -1.2977 0.179
H 1.5489 -0.1355 -2.1003 0.212
H 2.7458 1.0116 -1.6185 0.190
H 0.3013 2.5132 0.9749 0.218
H 1.9475 2.7057 0.3061 0.201
```

Computed properties:
SMILES = c1ccc([C@]2(N3CCOCC3)c3ccccc3CSc3ccccc32)cc1
E = -1456.4721 Ha
charge = 0
energy above the lowest of the compared OMol25 structures with the same formula, charge and spin = 1.0999 eV
HOMO = -0.2884 Eh
LUMO energy = 0.02711 hartree